1) 17
Properties=species:S:1:pos:R:3:nbo_charge:R:1 method="wB97M-V/def2-TZVPD" charge=+1 multiplicity=1 gap_ev="8.24 / 8.23"
C -1.46362 1.34828 0.44384 -0.29
C -1.91164 1.62092 -0.79241 -0.03
C -0.29812 0.52874 0.98060 -0.27
C 0.03860 -0.04527 -1.17991 0.34
N 0.41038 -0.35395 0.02391 -0.51
N 2.24857 -1.97157 0.74342 -0.95
N -1.32347 1.34037 -2.01106 -0.48
H -2.04565 1.74691 1.26106 0.24
H -2.83914 2.18316 -0.87481 0.23
H 0.45329 1.21420 1.38978 0.23
H -0.65807 -0.09113 1.80798 0.23
H 1.34233 -1.20150 0.37854 0.43
H 0.41778 -0.55150 -2.05105 0.19
H 3.10007 -1.43845 0.91587 0.42
H 2.43420 -2.66265 0.01881 0.42
H 1.97790 -2.45380 1.59955 0.42
H -1.88341 0.78725 -2.65413 0.38

***

2) 17
Properties=species:S:1:pos:R:3:nbo_charge:R:1 method="wB97M-V/def2-TZVPD" charge=+1 multiplicity=1 gap_ev="9.04 / 7.55"
C 2.25545 0.45284 -0.88646 0.07
C 1.11901 1.07376 -0.81901 -0.17
C 0.05758 -1.30586 -0.76224 -0.01
C -0.71605 0.72285 1.08585 -0.03
N 1.15964 -1.76356 -0.25807 -0.52
N -1.96476 0.09505 1.15602 -0.85
N -0.10754 0.54147 -0.39296 -0.52
H 3.23665 0.02410 -0.85908 0.27
H 0.92661 2.07236 -1.20694 0.27
H 0.04902 -1.31977 -1.81810 0.21
H -0.90013 -1.72117 -0.32728 0.23
H -0.03361 0.31868 1.83690 0.21
H -0.84614 1.76446 1.23588 0.21
H 1.42125 -1.67636 0.73312 0.37
H -2.70325 0.79115 0.90097 0.42
H -2.04624 -0.85521 1.42930 0.41
H -0.90750 0.78519 -1.04791 0.43

***

3) 17
Properties=species:S:1:pos:R:3:nbo_charge:R:1 method="wB97M-V/def2-TZVPD" charge=+1 multiplicity=1 gap_ev="8.36 / 8.36"
C -0.74423 1.09385 0.58580 0.23
C -0.53761 -0.69781 -1.17138 -0.73
C 0.09743 -1.07804 1.14848 -0.69
C -0.48347 -0.18562 0.14100 0.28
N -0.66400 3.33275 1.29958 -0.27
N -0.83707 2.24123 0.77378 0.05
N 1.83167 0.49546 -1.04981 -1.01
H -1.02056 -1.73976 -1.22250 0.30
H 0.58892 -0.92168 -1.23980 0.36
H -0.93342 -0.00913 -1.91860 0.25
H -0.71884 -1.46722 1.78092 0.29
H 0.88861 -0.76939 1.87244 0.29
H 0.46159 -1.95715 0.59576 0.25
H 2.58954 0.49089 -1.41444 0.34
H -1.19305 4.01982 0.83965 0.37
H 1.56501 1.41973 -0.57821 0.36
H 1.31403 0.87737 -1.81991 0.35

***

Calculated relative energies: 1) 0.0; 2) 233.5; 3) 216.5, given in kJ/mol